DFT (ωB97M-V/def2-TZVPD) results for a molecular structure, C24H17BrMoN6O6S2.

The geometry in XYZ format:
```
57
Properties=species:S:1:pos:R:3:forces:R:3
Mo -0.1729 -0.1525 0.1917 0.7 2.3 2.7
O -1.4000 -4.0237 0.7181 0.0 -0.4 0.1
C -0.6914 -2.9758 0.4909 -0.7 0.6 -0.3
O -1.1818 -1.8426 0.2653 -0.9 -1.7 -0.5
C 0.7358 -3.0148 0.5165 0.9 -0.1 -0.2
C 1.5578 -4.1152 0.7100 -0.4 -0.2 0.1
C 2.9189 -3.9343 0.6574 0.4 0.1 0.0
C 3.4184 -2.6467 0.4327 0.3 -0.5 0.1
C 2.5422 -1.6103 0.2728 -0.4 0.3 0.0
N 1.2061 -1.7787 0.2967 0.5 -0.6 -0.1
C 2.8451 -0.1757 0.1079 -0.2 0.0 0.0
O 4.0275 0.3288 0.0215 0.6 0.1 0.0
O 1.8817 0.5770 0.0613 -0.4 0.0 0.0
H -2.3512 -3.8461 0.6619 -0.2 0.0 0.0
H 1.1122 -5.0865 0.8943 0.1 0.1 0.0
H 3.5956 -4.7703 0.7885 -0.1 0.1 0.0
H 4.4893 -2.4801 0.3941 -0.1 0.0 0.0
H 4.7408 -0.3214 0.0616 0.1 0.0 0.0
Br 0.1888 -3.6849 -3.0093 0.0 -0.1 0.3
C 0.1263 -1.9295 -3.7149 0.0 0.2 0.0
C 0.1803 -1.7995 -5.0935 0.0 -0.1 -0.2
C 0.1323 -0.5266 -5.6277 0.0 0.0 -0.1
C 0.0240 0.5534 -4.7679 0.0 0.2 -0.1
C -0.0251 0.3017 -3.4133 0.0 0.0 0.4
N 0.0358 -0.9214 -2.8721 0.0 -0.1 0.0
C -0.1593 1.4634 -2.4710 0.0 -0.5 0.5
O -0.2305 2.5934 -2.8398 -0.1 0.4 -0.1
O -0.1970 1.1525 -1.1528 -0.1 0.7 -2.0
H 0.2580 -2.6768 -5.7197 0.0 0.0 0.0
H 0.1770 -0.3809 -6.6994 0.0 0.0 0.0
H -0.0273 1.5769 -5.1177 0.0 -0.1 0.0
S -0.2100 -0.5161 2.6921 0.0 -0.3 -0.2
C -0.1104 1.2010 2.6623 0.0 0.1 0.1
N -0.0340 1.7070 1.4659 0.0 0.0 -0.6
C 0.0670 3.1074 1.4732 0.0 -0.2 -0.1
C 0.2108 3.9629 0.3829 0.0 0.0 -0.1
C 0.2885 5.3216 0.6261 0.0 0.0 0.0
C 0.2342 5.8345 1.9260 0.0 0.0 0.1
C 0.1097 4.9897 3.0136 0.0 0.1 0.1
C 0.0289 3.6237 2.7683 0.0 -0.1 0.1
S -0.1089 2.3317 3.9392 0.0 0.1 0.2
H 0.2796 3.5778 -0.6268 0.0 0.0 0.0
H 0.4082 6.0022 -0.2096 0.0 -0.1 0.1
H 0.3002 6.9041 2.0852 0.0 -0.1 0.0
H 0.0821 5.3755 4.0268 0.0 0.0 -0.1
N -4.1794 3.6019 -0.2160 0.0 -0.2 0.0
C -3.9246 2.3022 0.0355 -0.2 0.1 0.0
C -2.6119 1.8021 -0.0159 0.1 -0.2 0.0
N -2.3447 0.5272 0.2591 0.0 0.0 0.0
C -3.3786 -0.2666 0.5914 0.1 0.2 0.1
C -4.6596 0.2410 0.6147 -0.2 0.2 0.0
N -4.9478 1.5044 0.3348 0.0 -0.1 0.1
H -3.4596 4.2372 -0.5032 0.1 0.0 0.0
H -5.1334 3.9174 -0.2077 0.0 0.0 0.0
H -1.8065 2.4572 -0.2900 0.2 0.0 0.0
H -3.1808 -1.2828 0.8542 0.0 -0.2 0.0
H -5.4904 -0.4069 0.8734 0.0 0.0 0.0
```
Forces are in eV/Å.

Its charge is +2. The calculation puts the energy at -139946.9751 eV. Its multiplicity is 3. The value obtained for the max |F| is 0.0709 Eh/bohr. Its expectation value of S² is 2.0281. The calculation puts the energy above the lowest of the compared OMol25 structures with the same formula, charge and spin at 0.8326 eV.